Record 1
The following is a DFT calculation (ωB97M-V/def2-TZVPD) of a molecular structure, C6H10N2O2P2 in a non-equilibrium geometry.

```
! wB97M-V def2-TZVPD RIJCOSX def2/J DEFGRID3
* xyz 0 1
P 0.367 -1.484 0.861
P -3.357 -1.494 -0.356
O -4.099 -0.110 -0.222
O -3.498 2.040 0.255
N -1.835 -1.080 -0.159
N 0.509 0.118 0.053
C -3.119 0.931 0.064
C 1.479 0.528 -0.726
C 2.544 -0.476 -0.969
C -0.439 2.416 0.223
C -0.622 0.942 0.150
C -1.818 0.312 0.045
H -0.482 2.845 -0.778
H 3.393 -0.225 -0.332
H -3.739 -2.021 -1.586
H -1.225 2.874 0.817
H 0.539 2.641 0.639
H -3.967 -2.332 0.571
H 2.226 -1.509 -0.753
H 1.568 -1.267 1.581
H -0.358 -0.947 1.933
H 2.882 -0.404 -2.001
*
```

- E_LUMO: 0.26 eV
- HOMO energy: -7.738 eV
- Orbital gap: 8.0 eV

---

Record 2
The following is a DFT calculation (ωB97M-V/def2-TZVPD) of a molecular structure, C6H10N2O3 in a non-equilibrium geometry.

```
! wB97M-V def2-TZVPD RIJCOSX def2/J DEFGRID3
* xyz 0 1
O 2.164 -2.034 -0.116
O 1.004 2.368 0.062
O 0.202 -1.062 -0.750
N 1.895 0.226 0.119
N -0.365 0.234 -0.929
C 3.354 0.403 0.374
C -1.638 0.359 -0.254
C -2.686 -0.456 -1.047
C -1.661 -0.024 1.232
C 1.086 1.241 -0.069
C 1.407 -1.125 -0.267
H -1.439 -1.078 1.043
H -2.639 -1.386 -0.644
H 3.894 0.205 -0.509
H -2.433 -0.472 -2.104
H -2.640 0.120 1.455
H 3.552 -0.466 0.970
H -3.638 -0.100 -1.005
H 3.403 1.283 0.885
H -1.838 1.363 -0.346
H -0.984 0.402 1.900
*
```

- E_LUMO: 0.71 eV
- HOMO energy: -8.947 eV
- Orbital gap: 9.7 eV

---

Record 3
The following is a DFT calculation (ωB97M-V/def2-TZVPD) of C6H10N2O3 in the gas phase in a non-equilibrium geometry.

```
! wB97M-V def2-TZVPD RIJCOSX def2/J DEFGRID3
* xyz 0 1
O 0.762 -1.124 1.066
O 0.294 -0.444 -1.167
O 3.205 -1.051 -0.761
N 3.134 0.979 0.457
N 2.251 1.775 0.701
C 0.609 -1.600 -1.982
C 2.620 -0.209 -0.135
C 0.251 2.274 -0.456
C -0.612 -1.288 1.258
C 1.027 -0.201 0.045
C 0.910 1.269 0.515
H 0.803 2.507 -1.293
H -0.770 -1.981 1.962
H -0.013 3.182 0.070
H -0.675 1.740 -0.737
H 0.956 -1.187 -3.009
H -0.247 -2.307 -2.115
H -1.037 -1.688 0.376
H 0.362 1.372 1.464
H 1.458 -2.236 -1.548
H -1.120 -0.377 1.433
*
```

- SMILES: COC1(OC)C(=O)N=N[C@H]1C
- E_LUMO: -0.56 eV
- HOMO energy: -9.224 eV
- Orbital gap: 8.7 eV

---

Record 4
The following is a DFT calculation (ωB97M-V/def2-TZVPD) of 2 unconnected molecules or ions with the total composition C6H10N2O4 in a non-equilibrium geometry.

```
! wB97M-V def2-TZVPD RIJCOSX def2/J DEFGRID3
* xyz 0 1
O 1.473 1.938 0.691
O -0.232 1.258 1.859
O -2.504 -0.070 -1.495
O 0.132 -0.424 -2.136
N -2.091 -0.381 0.707
N 0.252 1.798 0.812
C -0.600 2.131 -0.198
C 1.631 -1.872 -0.169
C -0.229 -0.321 -0.821
C -1.723 -0.218 -0.586
C 0.588 -0.844 0.204
C 2.072 -0.654 0.474
H 2.444 -0.727 1.514
H 2.515 0.141 -0.080
H -0.836 -0.323 -2.547
H 0.027 -0.854 1.105
H -1.446 -0.110 1.423
H -1.693 2.132 -0.091
H -3.011 -0.359 1.089
H 1.798 -2.138 -1.273
H -0.178 2.683 -0.971
H 1.610 -2.788 0.490
*
```

- E_LUMO (spin up / spin down): -1.25 / -1.25 eV
- HOMO energy (spin up / spin down): -8.598 / -8.600 eV
- Orbital gap (spin up / spin down): 7.3 / 7.3 eV

---

Record 5
The following is a DFT calculation (ωB97M-V/def2-TZVPD) of C6H10N2O5 in the gas phase in a non-equilibrium geometry.

```
! wB97M-V def2-TZVPD RIJCOSX def2/J DEFGRID3
* xyz 0 1
O 2.537 -0.603 -1.612
O -2.494 -2.490 -0.998
O 3.703 -1.891 -0.178
O -1.893 -1.920 1.006
O 0.816 1.876 -0.418
N -1.618 2.222 -0.419
N 0.966 -0.167 0.827
C -1.265 0.876 0.071
C -1.985 -0.199 -0.656
C -2.101 -1.531 -0.256
C 3.031 -0.939 -0.378
C 0.243 0.844 0.212
C 2.528 0.005 0.870
H -1.558 0.786 1.151
H -3.007 0.357 -0.966
H -1.897 3.060 0.393
H 0.404 -0.691 1.477
H 2.741 1.188 0.950
H -0.640 2.595 -0.918
H 2.973 -0.376 1.835
H -1.266 -0.219 -1.541
H 2.081 0.187 -1.455
H -2.297 -2.971 1.002
*
```

- SMILES: N[C@@H](CC(=O)O)C(=O)NCC(=O)O
- E_LUMO: 0.20 eV
- HOMO energy: -9.584 eV
- Orbital gap: 9.8 eV

---

Record 6
The following is a DFT calculation (ωB97M-V/def2-TZVPD) of a gas-phase ion, C6H10N2OP (charge +1) in a non-equilibrium geometry.

```
! wB97M-V def2-TZVPD RIJCOSX def2/J DEFGRID3
* xyz 1 1
P 1.718 0.609 -0.671
O 2.848 -0.158 -1.006
N 0.291 -0.316 -0.109
N -1.297 -1.610 0.864
C 0.706 -1.660 -0.086
C 0.347 2.987 -0.791
C -2.483 -2.258 1.388
C 1.680 2.362 -0.907
C -1.167 -0.329 0.661
C -0.300 -2.441 0.357
H -2.249 -2.697 2.343
H 2.396 2.922 -0.137
H -3.179 -1.528 1.737
H 0.169 3.309 0.285
H 1.629 -2.019 -0.558
H -3.071 -2.777 0.711
H 0.205 3.975 -1.243
H -0.038 -3.488 0.320
H 2.285 2.499 -1.888
H -0.490 2.618 -1.271
*
```

- E_LUMO (spin up / spin down): -5.47 / -5.47 eV
- HOMO energy (spin up / spin down): -13.285 / -13.285 eV
- Orbital gap (spin up / spin down): 7.8 / 7.8 eV

---

Record 7
The following is a DFT calculation (ωB97M-V/def2-TZVPD) of C6H10N2S in the gas phase in a non-equilibrium geometry.

```
! wB97M-V def2-TZVPD RIJCOSX def2/J DEFGRID3
* xyz 0 1
S 2.562 -1.392 -0.502
N -0.390 -1.780 0.487
N -2.352 -0.822 0.260
C -1.697 1.381 -0.568
C -1.751 -1.988 0.520
C -0.176 -0.543 -0.005
C 1.308 -0.049 -0.481
C -1.388 0.032 -0.135
C 1.718 1.216 0.393
H 3.398 -0.821 0.371
H -1.889 2.089 0.187
H 2.106 1.977 -0.252
H 1.102 0.254 -1.474
H 0.242 -2.599 0.563
H -0.899 1.908 -1.127
H 0.790 1.648 0.854
H -2.332 -2.825 0.940
H -2.648 1.339 -1.288
H 2.296 0.975 1.256
*
```

- SMILES: Cc1nc[nH]c1[C@@H](C)S
- E_LUMO: 0.68 eV
- HOMO energy: -8.362 eV
- Orbital gap: 9.0 eV

---

Record 8
The following is a DFT calculation (ωB97M-V/def2-TZVPD) of C6H10N2S2 in the gas phase in a non-equilibrium geometry.

```
! wB97M-V def2-TZVPD RIJCOSX def2/J DEFGRID3
* xyz 0 1
S -1.410 1.709 -1.612
S 1.558 2.273 0.071
N -1.316 0.093 0.495
N 0.548 -0.001 -0.877
C 1.643 0.805 -0.590
C -1.993 0.578 1.438
C -0.717 0.537 -0.605
C 0.597 -1.328 -1.440
C 2.967 0.236 -0.919
C -2.747 -0.291 2.325
H -2.153 1.575 1.665
H -0.354 -1.689 -1.582
H 3.637 0.832 -0.203
H -2.234 -0.515 3.228
H -3.019 -1.346 2.087
H 3.360 0.361 -1.953
H 3.021 -0.847 -0.699
H 1.128 -2.093 -0.991
H -3.616 0.278 2.572
H 1.100 -1.166 -2.411
*
```

- SMILES: C/C=N/C(=S)N(C)C(C)=S
- E_LUMO: -0.53 eV
- HOMO energy: -8.023 eV
- Orbital gap: 7.5 eV

---

Record 9
The following is a DFT calculation (ωB97M-V/def2-TZVPD) of a molecular structure, C6H10N2S3 in a non-equilibrium geometry.

```
! wB97M-V def2-TZVPD RIJCOSX def2/J DEFGRID3
* xyz 0 1
S 1.596 0.712 -1.070
S -1.893 -1.833 -1.578
S 2.957 4.238 0.879
N 0.717 -2.037 1.190
N 1.733 2.094 -0.084
C -1.719 -1.863 0.252
C 2.153 -0.577 0.064
C -2.393 -0.475 0.373
C 2.823 2.891 -0.034
C -0.359 -1.966 0.769
C -2.992 -0.468 -1.044
H -2.325 -2.664 0.686
H 2.094 -1.518 -0.496
H 1.503 -0.642 0.937
H -4.043 -0.764 -1.077
H 3.187 -0.411 0.376
H -1.635 0.305 0.484
H 0.932 2.377 0.471
H 3.628 2.536 -0.684
H -3.108 -0.391 1.195
H -2.856 0.457 -1.609
*
```

- E_LUMO: 0.36 eV
- HOMO energy: -8.484 eV
- Orbital gap: 8.8 eV

---

Record 10
The following is a DFT calculation (ωB97M-V/def2-TZVPD) of a gas-phase ion, C6H10N3 (charge +1) in a non-equilibrium geometry.

```
! wB97M-V def2-TZVPD RIJCOSX def2/J DEFGRID3
* xyz 1 1
N -0.325 -1.371 1.042
N 0.795 0.479 1.585
N 0.242 0.667 0.273
C -0.773 1.670 0.455
C 0.375 -0.634 1.978
C 0.346 -1.888 -2.332
C -0.487 2.941 0.410
C -0.225 -0.771 -0.246
C 0.777 -1.309 -1.226
H 1.119 -2.085 -3.155
H -0.787 -2.195 1.297
H -1.279 -0.783 -0.776
H 0.553 3.512 0.549
H 1.891 -1.155 -1.248
H 0.532 -0.889 2.976
H 0.995 1.002 -0.333
H -1.270 3.640 0.656
H -1.805 1.340 0.576
H -0.674 -2.172 -2.483
*
```

- SMILES: C=C[C@H]1NC=N[N@@H+]1C=C
- E_LUMO: -3.16 eV
- HOMO energy: -14.051 eV
- Orbital gap: 10.9 eV

---

Values of energy relative to the best compared isomer or geometry (same formula, charge and spin), in order: 171.8; 417.4; 426.8; 627.4; 482.5; 279.9; 0.0; 226.5; 156.0; 381.7, all in kJ/mol.